No. 1
{
  "formula": "C2H2N2O3S",
  "method": "the ωB97M-V functional and the def2-TZVPD basis",
  "species": ["C", "C", "N", "N", "O", "O", "O", "S", "H", "H"],
  "positions_angstrom": [[-2.692, -1.394, -0.759], [0.212, 0.360, -0.046], [-2.686, -0.672, 0.202], [2.437, 0.649, 0.264], [-2.743, -2.202, -1.591], [0.213, 0.295, -1.225], [1.120, 0.565, 0.843], [-1.844, 0.423, 1.092], [3.227, 0.315, 0.953], [2.757, 1.661, 0.267]],
  "lumo_energy_ev": -0.62,
  "homo_lumo_gap_ev": 8.15,
  "spin_multiplicity": 1
}

=====

No. 2
{
  "formula": "C40H48N6PdS",
  "method": "the ωB97M-V functional and the def2-TZVPD basis",
  "species": ["Pd", "C", "C", "C", "C", "C", "C", "C", "C", "C", "C", "C", "C", "C", "C", "C", "C", "N", "C", "C", "C", "N", "C", "C", "C", "N", "C", "C", "C", "C", "C", "C", "C", "C", "C", "C", "C", "C", "N", "C", "C", "H", "H", "H", "H", "H", "H", "H", "H", "H", "H", "H", "H", "H", "H", "H", "H", "H", "H", "H", "H", "H", "H", "H", "H", "H", "H", "H", "H", "H", "H", "H", "H", "H", "H", "H", "H", "H", "H", "H", "H", "H", "H", "H", "H", "S", "C", "N", "C", "C", "C", "N", "H", "H", "H", "H"],
  "positions_angstrom": [[-0.169, -0.007, -0.215], [2.984, -2.237, -5.142], [3.213, -0.807, -4.645], [2.828, -0.629, -3.212], [3.623, -0.620, -2.122], [5.107, -0.781, -2.048], [5.530, -2.224, -1.755], [2.753, -0.477, -0.959], [3.191, -0.436, 0.329], [2.381, -0.305, 1.482], [2.839, -0.288, 2.811], [4.267, -0.428, 3.244], [5.025, 0.902, 3.233], [1.723, -0.088, 3.621], [0.612, 0.004, 2.763], [-0.723, 0.251, 3.162], [-1.804, 0.336, 2.340], [-1.800, 0.175, 0.975], [-3.094, 0.349, 0.551], [-3.526, 0.290, -0.739], [-2.727, 0.046, -1.870], [-1.371, -0.124, -1.843], [-0.973, -0.285, -3.140], [0.362, -0.432, -3.554], [1.455, -0.483, -2.743], [1.443, -0.415, -1.373], [-2.098, -0.248, -4.003], [-3.202, -0.039, -3.204], [-4.641, 0.039, -3.612], [-5.391, -1.277, -3.392], [-2.052, -0.452, -5.486], [-1.940, -1.929, -5.876], [-3.955, 0.598, 1.702], [-3.167, 0.593, 2.796], [-3.558, 0.751, 4.230], [-3.729, -0.593, 4.945], [-5.439, 0.764, 1.621], [-6.173, -0.571, 1.467], [1.017, -0.125, 1.452], [1.675, -0.052, 5.118], [1.252, -1.393, 5.725], [3.258, -2.336, -6.193], [1.938, -2.525, -5.033], [3.581, -2.944, -4.565], [2.646, -0.109, -5.267], [4.265, -0.543, -4.771], [5.510, -0.121, -1.275], [5.553, -0.454, -2.989], [5.066, -2.585, -0.836], [6.612, -2.303, -1.647], [5.219, -2.887, -2.563], [4.257, -0.517, 0.491], [4.781, -1.145, 2.600], [4.300, -0.853, 4.250], [4.979, 1.364, 2.245], [6.075, 0.770, 3.498], [4.586, 1.600, 3.951], [-0.896, 0.381, 4.222], [-4.582, 0.445, -0.915], [0.534, -0.506, -4.620], [-4.702, 0.320, -4.666], [-5.141, 0.839, -3.059], [-4.931, -2.082, -3.968], [-6.437, -1.194, -3.694], [-5.360, -1.569, -2.341], [-1.210, 0.101, -5.912], [-2.950, -0.025, -5.937], [-1.040, -2.374, -5.449], [-1.903, -2.053, -6.960], [-2.795, -2.491, -5.496], [-4.490, 1.318, 4.290], [-2.806, 1.347, 4.753], [-4.531, -1.173, 4.486], [-3.970, -0.451, 5.999], [-2.815, -1.185, 4.879], [-5.690, 1.418, 0.782], [-5.793, 1.271, 2.521], [-5.837, -1.100, 0.574], [-7.250, -0.419, 1.391], [-5.979, -1.217, 2.324], [0.987, 0.731, 5.454], [2.659, 0.226, 5.506], [0.263, -1.681, 5.365], [1.222, -1.346, 6.815], [1.948, -2.180, 5.433], [-0.112, 2.547, -0.844], [0.869, 3.389, 0.243], [1.510, 2.739, 1.254], [2.307, 3.357, 2.138], [2.497, 4.702, 2.037], [1.820, 5.337, 0.982], [1.043, 4.724, 0.119], [1.378, 1.722, 1.315], [2.757, 2.718, 2.886], [3.129, 5.241, 2.723], [1.923, 6.408, 0.840]],
  "lumo_energy_ev": [-0.35, -1.71],
  "homo_lumo_gap_ev": [4.59, 4.84],
  "spin_multiplicity": 3,
  "s_squared": 2.06
}

=====

No. 3
{
  "formula": "C8H8N2O",
  "method": "the ωB97M-V functional and the def2-TZVPD basis",
  "species": ["O", "N", "N", "C", "C", "C", "C", "C", "C", "C", "C", "H", "H", "H", "H", "H", "H", "H", "H"],
  "positions_angstrom": [[3.970, -0.616, 0.075], [3.406, 0.444, -0.054], [2.075, 0.299, -0.206], [1.372, -1.062, 0.102], [-0.130, -0.680, 0.005], [-1.268, -1.495, -0.116], [-2.440, -0.845, -0.131], [-2.548, 0.579, 0.117], [-1.414, 1.352, -0.008], [-0.208, 0.689, -0.072], [1.170, 1.341, -0.095], [1.740, -1.402, 1.080], [1.606, -1.972, -0.628], [-1.323, -2.640, -0.135], [-3.353, -1.498, -0.221], [-3.566, 0.982, 0.469], [-1.562, 2.434, 0.163], [1.383, 2.106, 0.709], [1.090, 1.982, -1.054]],
  "lumo_energy_ev": 0.71,
  "homo_lumo_gap_ev": 9.79,
  "spin_multiplicity": 1,
  "smiles": "O=NN1Cc2ccccc2C1"
}

=====

No. 4
{
  "formula": "C3H3N5",
  "method": "the ωB97M-V functional and the def2-TZVPD basis",
  "species": ["H", "N", "C", "C", "N", "N", "N", "C", "N", "H", "H"],
  "positions_angstrom": [[-2.190, 0.745, 1.353], [-1.848, -0.189, 0.907], [-0.939, 0.033, -0.013], [-0.216, 1.257, -0.499], [0.983, 1.373, -0.106], [1.595, 0.432, 0.828], [1.389, -0.747, 0.624], [0.704, -1.469, -0.285], [-0.463, -0.996, -0.599], [-0.235, 1.868, -1.494], [1.222, -2.308, -0.717]],
  "lumo_energy_ev": -0.82,
  "homo_lumo_gap_ev": 8.36,
  "spin_multiplicity": 1,
  "smiles": "[H]/N=c1\\cnnncn1"
}

=====

No. 5
{
  "formula": "C4H11CsNO",
  "method": "the ωB97M-V functional and the def2-TZVPD basis",
  "species": ["Cs", "C", "C", "C", "O", "C", "N", "H", "H", "H", "H", "H", "H", "H", "H", "H", "H", "H"],
  "positions_angstrom": [[13.343, 9.179, 8.358], [14.468, 4.666, 9.765], [15.046, 4.291, 8.435], [14.060, 3.684, 7.538], [13.384, 2.599, 7.996], [14.125, 1.404, 7.650], [15.678, 5.477, 7.871], [13.639, 5.349, 9.579], [15.263, 5.039, 10.411], [14.104, 3.771, 10.269], [15.797, 3.503, 8.491], [14.378, 3.637, 6.496], [13.214, 4.349, 7.365], [14.998, 1.571, 7.020], [13.604, 0.589, 7.147], [14.411, 0.967, 8.607], [16.463, 5.683, 8.472], [16.140, 5.366, 6.979]],
  "total_charge": 1,
  "lumo_energy_ev": -3.83,
  "homo_lumo_gap_ev": 8.26,
  "spin_multiplicity": 1
}

=====

Let's list energy relative to the best compared isomer or geometry (same formula, charge and spin) in order: 89.0; 0.0; 94.3; 98.6; 31.4 kcal per mole.